107
Properties=species:S:1:pos:R:3:forces:R:3:lowdin_charge:R:1 method="wB97M-V/def2-TZVPD" total_energy_ha=-3109.14271 smiles="CCCCCCCCN(CCCCCCCC)C(=S)SCCCc1cc(N=C(C)C)cc2nccnc12.O=C1OC[C@@H](F)O1.O=C1OC[C@@H](F)O1" orbital_gap_ev=6.3 multiplicity=1
C 4.591 8.998 1.042 0.00 0.64 0.98 -0.1612
C 4.090 9.857 -0.261 0.93 0.41 0.08 -0.2688
C 3.879 8.984 -1.633 -0.48 0.21 0.21 -0.2312
C 3.385 7.438 -1.408 -0.27 -0.16 -1.54 -0.2371
C 1.737 7.297 -1.155 1.43 0.24 0.86 -0.2067
C 1.538 5.938 -0.259 -0.60 -0.41 -0.56 -0.2268
C 0.237 5.008 -0.741 0.25 -0.17 0.96 -0.1741
C 0.139 3.801 0.412 1.17 1.85 -0.87 -0.2722
N -1.011 2.845 0.180 0.70 -1.51 2.72 -0.2004
C -2.289 3.318 0.861 -1.43 0.24 -0.20 -0.2218
C -3.355 4.066 -0.136 -0.52 0.88 0.18 -0.1668
C -4.384 4.940 0.843 -0.71 -0.09 -0.59 -0.2028
C -5.969 4.552 0.630 -0.97 0.14 0.48 -0.2064
C -6.830 4.512 2.062 0.09 0.24 0.16 -0.2059
C -7.926 5.730 2.193 -0.96 -0.23 0.62 -0.2183
C -9.496 5.197 2.341 -0.88 0.55 0.45 -0.2567
C -10.091 5.436 3.879 0.51 -0.51 0.00 -0.1622
C -0.620 1.588 0.986 1.67 0.24 1.62 -0.9495
S 0.033 1.690 2.580 -1.26 -0.28 -3.10 0.5955
S -0.820 -0.110 0.220 0.32 1.01 -0.39 0.7754
C 0.804 -1.056 0.175 2.33 -0.66 0.64 -0.4740
C 0.640 -2.626 0.675 -0.55 0.37 0.02 -0.2441
C 1.667 -2.944 1.930 -0.11 -0.60 -0.04 -0.1768
C 1.999 -4.567 2.063 0.61 -2.42 -1.87 -0.0576
C 2.464 -5.346 0.697 -0.57 -1.07 4.18 0.0317
C 2.819 -6.973 0.730 -0.03 1.43 3.13 -0.1690
N 3.276 -7.606 -0.566 -2.84 -3.15 3.95 0.0149
C 3.215 -8.977 -0.530 0.04 1.17 -0.32 -0.2540
C 4.352 -9.964 0.174 -0.87 0.25 1.06 -0.0741
C 1.923 -9.711 -1.296 1.34 0.25 -1.19 -0.0544
C 2.636 -7.724 2.177 -0.19 2.49 -1.12 0.0048
C 2.171 -6.930 3.565 -0.23 0.13 -0.48 -0.1492
N 2.057 -7.761 4.811 -1.32 6.08 0.77 0.0124
C 1.643 -6.948 6.005 0.61 1.27 -3.56 -0.0806
C 1.351 -5.349 5.923 0.43 -0.70 -1.96 -0.0901
N 1.404 -4.487 4.693 1.48 -7.27 1.10 0.0420
C 1.827 -5.341 3.532 0.46 0.06 -1.14 -0.1153
H 3.933 8.053 1.284 1.30 1.87 -0.67 0.0650
H 5.738 8.687 1.005 -2.53 0.55 -0.21 0.0860
H 4.494 9.709 1.995 0.23 -1.52 -2.04 0.0801
H 3.149 10.513 0.012 1.75 -1.58 -0.51 0.1042
H 4.960 10.639 -0.495 -1.95 -1.58 0.54 0.1085
H 4.882 9.050 -2.242 -2.03 -0.38 1.13 0.1074
H 3.027 9.524 -2.256 1.87 -1.11 1.09 0.1137
H 3.569 6.878 -2.446 -0.25 1.11 2.22 0.1159
H 4.006 6.830 -0.613 -1.30 1.51 -1.44 0.0959
H 1.381 8.247 -0.537 0.59 -2.04 -1.37 0.1154
H 1.204 7.286 -2.199 0.93 -0.12 2.13 0.1133
H 2.500 5.245 -0.369 -2.04 1.54 0.29 0.1131
H 1.425 6.249 0.887 0.21 -0.81 -2.51 0.1231
H 0.400 4.528 -1.808 -0.22 1.06 2.18 0.1220
H -0.749 5.659 -0.771 2.03 -1.34 0.14 0.1014
H 0.072 4.371 1.448 0.09 -1.40 -1.91 0.1058
H 1.182 3.226 0.359 -2.45 1.17 0.14 0.1284
H -2.073 4.052 1.753 -0.15 -1.45 -1.61 0.1220
H -2.828 2.368 1.304 0.95 1.99 -0.85 0.1346
H -2.870 4.859 -0.865 -0.61 -1.88 1.53 0.0977
H -3.981 3.324 -0.823 1.49 1.42 1.65 0.1185
H -4.134 4.761 1.973 -0.34 0.40 -2.19 0.0946
H -4.283 6.094 0.586 -0.04 -2.46 0.76 0.1177
H -6.148 3.516 0.103 0.72 2.01 0.97 0.1049
H -6.514 5.365 -0.032 1.26 -1.69 1.18 0.1024
H -6.097 4.623 2.997 -1.47 -0.43 -2.15 0.1072
H -7.397 3.473 2.165 1.25 2.23 -0.21 0.1075
H -7.930 6.482 1.293 0.40 -1.51 1.70 0.1019
H -7.691 6.320 3.190 -0.45 -1.01 -2.16 0.0997
H -10.233 5.802 1.624 1.82 -1.33 1.36 0.1027
H -9.615 4.048 2.087 0.38 2.39 0.42 0.1003
H -9.763 4.516 4.525 -0.66 1.77 -1.05 0.0691
H -11.271 5.488 3.901 2.48 -0.02 -0.09 0.0735
H -9.615 6.397 4.388 -1.17 -1.94 -1.22 0.0746
H 1.296 -1.101 -0.909 -1.46 0.49 2.19 0.0978
H 1.610 -0.547 0.881 -1.89 -0.80 -1.41 0.0797
H -0.481 -2.778 1.045 2.49 0.16 -0.81 0.1220
H 0.809 -3.306 -0.263 -0.26 1.30 2.14 0.0744
H 1.130 -2.532 2.902 1.43 -1.07 -1.91 0.1173
H 2.711 -2.393 1.790 -2.27 -1.13 0.25 0.1233
H 2.555 -4.797 -0.334 -0.22 -1.08 2.37 0.0933
H 5.166 -9.348 0.778 -1.77 -1.14 -1.66 0.1009
H 3.780 -10.604 1.003 1.07 1.21 -1.90 0.0930
H 4.834 -10.730 -0.580 -1.09 1.74 1.34 0.0927
H 1.958 -9.324 -2.422 -0.09 -0.72 2.38 0.0942
H 0.886 -9.377 -0.867 2.24 -0.53 -0.47 0.0942
H 2.034 -10.878 -1.346 -0.26 2.31 0.34 0.0814
H 2.840 -8.894 2.261 -0.56 2.95 -0.09 0.0776
H 1.542 -7.516 7.042 0.26 1.35 -2.57 0.1051
H 1.064 -4.803 6.945 0.66 -1.26 -2.64 0.1042
O -1.611 -3.444 -1.818 1.47 -2.36 -0.90 0.1430
C -1.017 -4.424 -2.239 -1.57 2.59 1.22 -0.4897
O 0.222 -4.812 -1.809 -0.90 0.41 -0.39 0.0296
C 0.493 -6.049 -2.437 1.11 -0.58 0.33 -0.0836
C -0.389 -6.002 -3.638 -0.18 -0.37 -0.61 -0.3307
F -0.810 -7.241 -3.976 -0.15 -0.46 -0.23 0.0753
O -1.504 -5.259 -3.199 0.62 0.60 0.46 0.1549
H 0.236 -6.867 -1.755 -0.10 0.01 -0.19 0.1387
H 1.551 -6.132 -2.702 -0.15 0.16 0.17 0.1260
H 0.061 -5.511 -4.507 -0.28 -0.24 0.20 0.1360
O 0.947 -3.772 -5.331 2.49 -1.21 -0.82 0.1527
C 2.004 -4.274 -5.677 -2.62 1.25 0.73 -0.4848
O 2.609 -5.314 -5.026 -0.62 0.87 -0.25 0.0586
C 3.726 -5.681 -5.810 0.70 -1.12 0.41 -0.0677
C 4.005 -4.434 -6.578 0.45 0.16 -0.82 -0.3272
F 4.516 -4.723 -7.796 0.17 0.12 -0.09 0.0851
O 2.729 -3.863 -6.755 -0.25 -0.23 1.05 0.1547
H 3.455 -6.524 -6.454 0.09 0.24 -0.14 0.1525
H 4.568 -5.978 -5.178 -0.27 0.09 0.06 0.1487
H 4.657 -3.724 -6.059 0.01 -0.03 -0.21 0.1801